Record 1
The following is a quantum chemistry calculation of C24H44ClGeO6PmSe as an isolated structure in a non-equilibrium geometry, from OMol25.

ΔE to the lowest compared entry with this formula, charge and spin: 0.2274 eV
E_LUMO (spin up / spin down): -0.180 / -0.172 Ha
spin multiplicity: 5
net charge: +2
expectation value of S²: 6.012
DFT total energy: -188810.8673 eV

Element x y z (Å)
Pm: -1.26 0.19 0.01
Se: 1.97 0.18 -1.48
Ge: 5.03 -0.37 -0.23
Cl: 0.03 2.30 5.31
O: -2.02 -2.26 -0.81
O: -1.20 -0.25 -2.48
O: -3.59 0.65 1.13
O: -3.11 1.16 -1.45
O: 0.24 -1.57 0.91
O: -1.71 -0.85 2.34
C: -1.69 0.79 -3.32
C: -1.27 3.17 1.51
C: -0.42 2.43 -0.74
C: 0.93 1.97 2.76
C: 0.41 -1.96 2.28
C: 3.34 -1.07 -0.92
C: -0.25 2.62 0.65
C: 0.22 -2.66 -0.05
C: -4.71 1.10 0.35
C: 5.96 -1.85 0.62
C: -2.84 -0.34 3.17
C: -1.14 -3.32 -0.28
C: 4.56 0.87 1.27
C: -4.22 1.84 -0.86
C: 6.01 0.57 -1.65
C: 2.17 0.29 -3.38
C: -3.05 1.26 -2.86
C: -3.99 -0.28 2.20
C: -1.38 -1.52 -3.06
C: -2.38 -2.42 -2.22
C: -0.04 2.50 3.54
C: -1.16 3.06 2.88
C: 0.81 1.94 1.36
C: -0.53 -1.13 3.10
H: -1.67 0.53 -4.38
H: -4.80 0.22 2.71
H: -2.50 0.66 3.55
H: 1.75 1.38 3.22
H: 1.44 -1.77 2.58
H: -2.13 3.63 1.10
H: -5.04 1.84 -1.56
H: 6.27 -2.48 -0.16
H: 6.26 0.01 -2.51
H: 3.77 0.35 1.78
H: 1.00 -3.41 0.24
H: -1.99 3.39 3.54
H: -3.75 0.58 -3.27
H: 0.58 -2.15 -1.00
H: 2.07 1.35 -3.63
H: 1.43 -0.32 -3.98
H: -3.87 2.83 -0.58
H: 1.65 1.53 0.78
H: -0.77 -1.71 4.08
H: 0.46 2.41 -1.26
H: 3.40 -1.87 -1.72
H: 3.17 -0.07 -3.59
H: -0.08 -0.18 3.53
H: -5.28 0.20 0.14
H: 5.31 1.29 -2.11
H: -3.00 -1.07 3.94
H: -3.19 2.26 -3.28
H: 6.92 1.02 -1.30
H: -4.22 -1.25 1.74
H: -1.60 -3.84 0.60
H: -0.38 -2.08 -2.95
H: 5.31 -2.40 1.28
H: -0.98 -4.09 -1.08
H: 6.87 -1.55 1.14
H: 2.93 -1.60 -0.06
H: 4.26 1.87 0.97
H: -3.38 -2.01 -2.30
H: -5.30 1.82 0.85
H: 5.44 0.98 1.94
H: -1.01 1.61 -3.21
H: -1.77 -1.43 -4.09
H: -2.43 -3.46 -2.51
H: -1.20 3.00 -1.14
H: 0.28 -3.09 2.40

---

Record 2
The following is a quantum chemistry calculation of a 3-piece molecular cluster, C29H54F3N2O5 overall in a non-equilibrium geometry, from OMol25.

E_LUMO (spin up / spin down): 0.083 / 0.083 Ha
spin multiplicity: 3
net charge: -1
expectation value of S²: 2.008
DFT total energy: -52315.0652 eV

Element x y z (Å)
F: 8.75 6.32 0.57
F: 7.53 8.07 0.65
F: 7.73 6.83 2.38
O: 1.95 -0.05 0.21
O: 5.93 6.41 -0.60
O: -1.33 -3.99 1.56
O: 3.06 -0.95 -1.45
O: 0.03 1.54 -1.34
N: -2.28 -4.51 2.25
N: -0.97 1.11 -2.25
C: -2.49 2.06 -4.02
C: -1.86 0.20 -1.50
C: -3.41 -5.00 1.38
C: -1.44 -6.78 2.75
C: 1.94 0.91 1.26
C: -3.46 2.15 -1.04
C: 3.48 1.36 -1.13
C: 3.52 3.31 -2.78
C: -2.74 -5.55 4.53
C: 2.79 2.03 -2.33
C: -0.50 -4.75 3.90
C: 2.83 0.03 -0.80
C: 6.40 5.97 0.64
C: -2.73 0.94 -0.47
C: -0.98 -0.80 -0.74
C: 0.98 0.39 2.32
C: -4.76 -4.97 2.12
C: -2.46 3.08 -1.73
C: 3.94 4.90 -0.74
C: 7.61 6.81 1.05
C: -3.07 -6.40 0.87
C: -2.61 -7.37 1.97
C: -1.76 -5.40 3.35
C: -1.62 2.34 -2.78
C: 3.17 4.53 -1.97
C: 4.51 6.34 -0.75
C: -3.55 -4.05 0.20
C: -0.51 3.28 -3.26
C: -2.74 -0.67 -2.42
H: -2.69 3.00 -4.55
H: -3.14 -4.57 4.82
H: -2.20 -5.96 5.38
H: -3.98 2.69 -0.24
H: -2.30 -8.31 1.51
H: -2.08 1.28 0.34
H: 4.78 4.19 -0.61
H: -4.73 -5.36 3.13
H: -3.46 1.63 -3.78
H: -0.14 -5.35 4.74
H: -1.62 -1.56 -0.27
H: -4.24 1.83 -1.74
H: -3.22 -0.14 -3.24
H: -3.70 -3.01 0.51
H: -4.43 -4.36 -0.37
H: 4.53 1.14 -1.38
H: -0.28 -1.31 -1.42
H: 1.27 -0.63 2.63
H: 1.60 1.88 0.86
H: 2.86 5.40 -2.57
H: 3.30 4.79 0.16
H: 1.03 1.04 3.21
H: 3.48 2.05 -0.27
H: -2.27 -6.31 0.13
H: -0.05 0.38 1.95
H: -2.97 3.93 -2.19
H: -5.48 -5.56 1.55
H: -0.70 -3.74 4.26
H: 2.95 1.04 1.68
H: -2.69 -4.07 -0.47
H: 4.31 6.82 -1.72
H: -3.53 -1.14 -1.83
H: -0.95 4.15 -3.75
H: 4.05 6.96 0.03
H: -0.39 -0.31 0.02
H: -1.14 -7.44 3.57
H: 2.71 1.31 -3.15
H: 3.28 3.50 -3.84
H: -3.44 -7.62 2.63
H: 6.73 4.92 0.62
H: -1.78 3.47 -0.97
H: 0.10 3.60 -2.42
H: -2.13 -1.45 -2.87
H: -0.58 -6.67 2.08
H: -3.94 -6.80 0.35
H: -1.96 1.38 -4.70
H: 0.14 2.76 -3.97
H: -3.45 0.23 -0.03
H: -5.12 -3.94 2.17
H: 5.64 6.07 1.44
H: 4.62 3.16 -2.71
H: -3.57 -6.22 4.33
H: 1.75 2.25 -2.04
H: 0.29 -4.70 3.15

---

Record 3
The following is a quantum chemistry calculation of a 4-piece molecular cluster, C26H76N9O4P4 overall in a non-equilibrium geometry, from OMol25.

E_LUMO: 0.081 Ha
spin multiplicity: 1
net charge: -1
DFT total energy: -86945.9181 eV

Element x y z (Å)
P: 3.28 -4.85 -1.49
P: -4.04 -3.22 1.01
P: -1.67 5.36 1.57
P: -0.43 0.23 -3.08
O: -3.96 -4.21 -0.09
O: 2.11 -4.16 -0.89
O: -1.27 4.20 0.74
O: 3.40 2.98 -1.70
N: -4.57 -1.80 0.24
N: -1.87 7.02 1.70
N: -4.65 -2.83 2.53
N: 4.51 -5.13 -2.60
N: 4.41 -4.49 -0.23
N: -0.73 5.18 2.98
N: -2.42 -3.22 1.56
N: -3.35 5.04 1.74
N: 2.69 -6.47 -1.51
C: 5.13 1.32 -1.51
C: 1.56 -6.69 -2.40
C: 0.21 -1.02 -1.74
C: 5.51 -4.09 -2.80
C: 4.25 2.15 -2.46
C: 4.88 -6.41 -3.18
C: 5.17 -5.47 0.51
C: 0.71 5.20 2.76
C: -3.91 4.03 0.85
C: 1.80 4.80 -1.85
C: -4.06 5.05 3.00
C: 4.07 -3.37 0.64
C: 3.11 4.22 -2.33
C: -1.11 4.78 4.31
C: -1.63 -2.03 1.79
C: 0.08 2.83 -1.90
C: -4.25 -3.65 3.67
C: -1.42 7.86 2.80
C: 0.77 1.61 -2.51
C: 0.52 4.19 -2.45
C: -5.85 -1.90 -0.42
C: -2.83 7.67 0.81
C: -3.83 -0.58 -0.07
C: 2.97 -7.57 -0.62
C: -5.28 -1.58 2.91
C: -1.55 -4.28 1.06
H: 6.38 -4.24 -2.15
H: 1.42 1.91 -3.34
H: -4.99 4.17 0.78
H: 1.85 -6.59 -3.45
H: -2.18 4.72 4.44
H: -0.39 7.66 3.08
H: -3.51 4.13 -0.16
H: -3.81 7.76 1.29
H: -3.91 4.12 3.57
H: 1.21 -1.41 -1.96
H: 1.25 4.97 3.68
H: -5.14 5.14 2.81
H: 6.19 1.53 -1.65
H: -4.38 0.30 0.29
H: -6.68 -2.03 0.30
H: 0.75 -5.99 -2.21
H: 5.43 -7.03 -2.46
H: 5.10 -3.10 -2.57
H: 0.25 -0.56 -0.75
H: -2.95 7.10 -0.11
H: 1.17 -7.70 -2.27
H: 3.65 -2.55 0.08
H: -6.07 -0.99 -0.99
H: 1.43 1.18 -1.75
H: 4.02 -6.97 -3.54
H: 5.52 -6.25 -4.05
H: 0.13 2.86 -0.81
H: 4.95 0.26 -1.68
H: 3.92 4.92 -2.08
H: 2.09 -7.83 -0.02
H: 1.06 6.19 2.43
H: -0.97 1.16 -4.11
H: 4.89 1.59 -0.48
H: 1.76 4.83 -0.76
H: -0.77 -2.28 2.43
H: -1.38 -0.80 -3.56
H: -1.48 0.66 -2.11
H: -6.03 -1.26 2.19
H: 6.02 -4.99 1.00
H: -0.28 4.90 -2.22
H: -3.38 -3.24 4.17
H: 3.26 -8.47 -1.19
H: -0.52 -1.84 -1.70
H: -5.80 -1.70 3.86
H: 3.09 4.13 -3.42
H: -4.55 -0.77 3.03
H: -1.23 -1.61 0.86
H: 5.60 -6.24 -0.15
H: -3.68 -0.47 -1.15
H: 4.97 -3.01 1.14
H: -0.75 5.50 5.06
H: -2.19 -1.26 2.33
H: -5.89 -2.74 -1.12
H: 4.57 -5.96 1.29
H: -2.06 -5.24 1.02
H: -1.19 -4.04 0.05
H: -0.99 2.74 -2.13
H: -5.07 -3.73 4.39
H: 3.34 -3.65 1.41
H: 3.78 -7.37 0.06
H: -3.71 3.01 1.19
H: -3.79 5.90 3.62
H: 0.61 -0.27 -4.04
H: -2.49 8.67 0.54
H: -2.86 -0.55 0.39
H: 4.88 2.74 -3.14
H: -0.70 3.79 4.57
H: -2.06 7.75 3.68
H: 5.85 -4.06 -3.84
H: 0.59 4.13 -3.54
H: 1.82 5.85 -2.17
H: 3.64 1.49 -3.09
H: -1.45 8.91 2.49
H: -4.01 -4.66 3.34
H: 1.02 4.48 2.00
H: -0.69 -4.40 1.72

---

> Number 2 is which compound?

C29H54F3N2O5

---

> What is the net charge in the second record?

-1

---

> What is the spin multiplicity in the first record?

5

---

> Look up the net charge of the first one.

+2